C3H7FOS | wB97M-V/def2-TZVPD

Summary:
Relative energy (zero: lowest compared OMol25 entry of this formula, charge and spin), eV: 1.809
HOMO-LUMO gap, eV: 9.87
Molar mass, g mol⁻¹: 110.153
SMILES string: C=C=O.CS.F
F_max, eV/Å: 5.4

Cartesian coordinates (Å):
O1 2.253 -1.184 0.852
H1 -1.645 -0.046 1.402
H2 4.788 0.266 0.119
F1 1.029 -0.135 -1.713
C1 2.975 -0.279 0.625
H3 0.165 -0.430 -1.725
C2 3.836 0.634 0.282
H4 -2.810 -1.557 -1.275
C3 -1.731 -0.997 0.894
S1 -2.082 -0.405 -0.800
H5 -2.670 -1.449 1.282
H6 -0.840 -1.425 0.815
H7 3.767 1.687 0.381

These are the Mulliken partial charges, in e, on atoms 1 to 8: number 1, O, carries -0.39; number 2, H, carries 0.23; number 3, H, carries 0.26; number 4, F, carries -0.33; number 5, C, carries 0.81; number 6, H, carries 0.33; number 7, C, carries -0.96; number 8, H, carries 0.16


C34H38As2BrN7O4V | wB97M-V/def2-TZVPD

Summary:
Relative energy (zero: lowest compared OMol25 entry of this formula, charge and spin), eV: 0.270
HOMO-LUMO gap (alpha / beta), eV: 6.00 / 7.37
Spin multiplicity: 4
Molar mass, g mol⁻¹: 889.415
F_max, eV/Å: 1.2

Cartesian coordinates (Å):
C1 -0.052 0.263 5.225
H1 0.041 1.287 -4.473
C2 -1.981 3.067 3.680
C3 0.697 0.684 2.971
H2 -4.380 0.186 3.134
H3 0.639 -0.387 -4.423
H4 -0.718 -0.810 3.475
C4 1.612 -2.842 2.819
C5 -3.713 1.737 4.479
H5 7.720 3.142 -3.459
C6 -2.952 0.719 1.059
C7 0.508 0.528 -3.847
O1 0.748 -3.344 0.417
C8 -2.812 -1.652 -2.650
H6 -2.690 -4.820 -2.391
H7 -1.246 2.410 4.156
H8 -4.607 1.779 5.098
H9 8.206 0.913 -4.420
H10 -5.491 -1.709 -4.733
C9 3.092 -0.367 -0.923
H11 -1.287 -5.061 -1.317
H12 1.488 0.882 -3.526
H13 3.856 1.782 -2.252
C10 6.318 0.089 -3.849
C11 -0.078 -0.032 3.870
H14 2.144 2.855 5.136
O2 -0.140 -0.688 1.170
H15 -1.434 2.534 -2.596
H16 3.891 0.273 -0.564
C12 3.242 -1.040 -2.182
C13 -4.574 -1.360 -4.276
N1 -2.872 1.321 2.237
C14 -4.064 1.228 3.094
C15 5.093 0.301 -3.210
C16 0.674 0.359 1.489
N2 2.670 -2.428 2.990
H17 -0.060 2.477 -1.467
C17 1.504 1.722 3.445
C18 5.763 2.583 -2.783
N3 -0.119 -3.602 1.371
C19 -2.813 0.260 -4.117
H18 2.490 1.890 1.830
C20 1.512 2.045 4.796
H19 -1.070 -4.299 -2.904
Br1 2.024 -2.511 -2.449
C21 6.987 2.350 -3.392
H20 -3.090 -3.716 0.754
H21 0.387 1.279 0.937
O3 -3.197 3.053 4.408
H22 2.459 -0.594 1.725
H23 -2.852 3.377 1.736
N4 2.042 -0.543 -0.186
C22 -0.991 1.992 -1.761
H24 -4.439 0.393 -5.508
H25 4.187 -1.520 -3.968
C23 -2.221 -0.466 -3.089
H26 -2.361 1.185 -4.459
C24 4.821 1.570 -2.694
O4 2.288 2.454 2.599
H27 5.534 3.561 -2.381
H28 -2.979 1.072 4.944
C25 7.259 1.100 -3.932
H29 -4.274 -3.561 -0.570
C26 -3.985 -0.182 -4.711
C27 -2.218 2.639 2.244
C28 4.141 -0.812 -3.149
C29 -0.603 -3.579 3.668
V1 0.384 -1.569 -0.490
C30 0.298 -3.369 2.576
H30 0.759 1.555 6.736
H31 -1.269 2.556 1.712
N5 2.091 0.111 1.081
H32 -3.826 -2.134 0.404
C31 -3.988 -2.088 -3.252
H33 -1.682 1.977 -0.923
As1 -1.983 -2.663 -1.206
As2 -0.574 0.163 -2.265
H34 -0.644 -0.320 5.920
H35 -4.876 1.834 2.675
C32 0.738 1.311 5.682
N6 -3.014 0.193 0.031
C33 -1.743 -4.401 -2.054
H36 -4.459 -3.004 -2.914
H37 6.532 -0.885 -4.272
N7 -1.340 -3.715 4.539
C34 -3.470 -3.062 -0.029
H38 -1.611 4.091 3.704

These are the Mulliken partial charges, in e, on atoms 1 to 8: number 1, C, carries -1.17; number 2, H, carries 0.48; number 3, C, carries -0.40; number 4, C, carries 0.37; number 5, H, carries 0.42; number 6, H, carries 0.35; number 7, H, carries 0.45; number 8, C, carries 0.35


C34H23N4O9ReS | wB97M-V/def2-TZVPD

Summary:
Relative energy (zero: lowest compared OMol25 entry of this formula, charge and spin), eV: 1.196
Total charge: +1
HOMO-LUMO gap (alpha / beta), eV: 7.18 / 6.04
Spin multiplicity: 4
Molar mass, g mol⁻¹: 849.851
F_max, eV/Å: 0.6

Cartesian coordinates (Å):
O1 -1.846 -1.121 1.693
N1 1.944 0.087 1.181
C1 1.647 -0.924 -3.225
H1 0.304 0.651 -1.984
N2 -4.017 6.319 2.014
C2 0.175 -4.331 2.390
O2 -4.399 0.775 0.288
H2 -4.765 -3.990 -0.061
O3 -2.048 1.145 1.615
C3 -2.427 -1.645 0.632
C4 1.684 -2.269 1.452
C5 -3.844 2.645 1.489
C6 2.919 2.452 0.890
C7 -3.500 -3.065 -1.532
C8 1.608 -3.537 -2.262
H3 3.988 4.250 0.573
C9 -2.509 -2.146 -1.755
C10 -3.475 4.954 1.867
C11 -3.974 -3.271 -0.230
C12 0.726 -1.319 -2.240
O4 0.301 1.982 1.781
H4 6.098 3.149 -0.111
C13 -1.988 -1.394 -0.681
C14 2.463 -1.122 1.064
H5 3.250 -1.582 -4.495
C15 -0.325 -3.038 2.414
C16 -3.451 -2.587 0.840
C17 2.502 -3.158 -3.250
H6 6.216 0.667 -0.148
C18 -1.145 -0.268 -0.980
N3 -0.075 -0.259 -1.732
O5 0.633 4.162 1.992
H7 0.021 -2.906 -0.971
Re1 -0.311 0.117 1.672
H8 -1.293 -2.895 2.865
C19 2.959 1.057 0.874
C20 -2.465 2.384 1.634
H9 1.799 -5.625 1.820
H10 -2.158 -1.951 -2.761
H11 2.315 1.912 -4.666
N4 -4.770 1.558 1.144
C21 2.537 -1.858 -3.734
C22 2.194 -3.564 1.392
O6 -5.850 1.553 1.688
H12 -1.442 5.592 2.113
H13 2.422 0.333 -5.480
C23 4.046 3.171 0.538
C24 -1.611 3.468 1.831
C25 2.538 0.859 -4.532
H14 -3.799 -2.758 1.848
H15 -1.456 0.718 -0.640
C26 4.173 0.462 0.495
H16 2.048 3.001 1.185
H17 -0.425 -5.132 2.801
H18 1.604 -4.550 -1.888
C27 5.306 1.180 0.133
H19 3.185 -3.753 0.998
H20 3.193 -3.886 -3.656
C28 -0.152 3.254 1.887
O7 -5.219 6.446 1.912
H21 -3.931 -3.612 -2.358
C29 -4.363 3.910 1.631
C30 -2.114 4.762 1.952
C31 0.711 -2.614 -1.746
C32 0.399 -1.945 1.912
S1 4.078 -1.259 0.563
O8 -3.222 7.208 2.224
H22 3.553 0.739 -4.151
C33 1.425 -4.611 1.853
C34 5.236 2.555 0.155
O9 1.588 0.381 -3.578
H23 -5.426 4.085 1.552

These are the Mulliken partial charges, in e, on atoms 1 to 8: number 1, O, carries -0.54; number 2, N, carries -0.21; number 3, C, carries 1.26; number 4, H, carries 0.46; number 5, N, carries 1.04; number 6, C, carries -0.79; number 7, O, carries -0.55; number 8, H, carries 0.46


Which value of relative energy (zero: lowest compared OMol25 entry of this formula, charge and spin) does entry 2 give? 0.270 eV


Look up the F_max of the second one. 1.2 eV/Å


Which of these has the lowest relative energy (zero: lowest compared OMol25 entry of this formula, charge and spin)? C34H38As2BrN7O4V